Molecular formula: C28H34Cl3GeN6O11PSTi
Method: DFT, wB97M-V/def2-TZVPD

Last column: Löwdin charge in e.
Positions of all 86 atoms, in Å:
Ti: 0.23998 0.39191 -0.12867  0.859
O: 1.52858 0.19121 1.19433  -0.350
N: 2.36478 1.20661 1.43293  -0.175
C: 3.65148 1.10741 1.04363  -0.045
C: 4.50318 2.17201 1.16573  -0.076
C: 4.01898 3.38231 1.68873  -0.080
C: 2.70838 3.46171 2.09663  -0.102
C: 1.85308 2.35471 1.99333  -0.707
S: 0.26698 2.32671 2.54803  0.700
H: 3.93608 0.14031 0.64763  0.043
H: 5.53498 2.07351 0.86883  0.098
H: 4.66758 4.24101 1.76883  0.099
H: 2.30348 4.36861 2.51853  0.096
N: -1.91672 -2.55069 -1.04607  0.015
N: -0.98492 -2.92539 -0.03627  -0.089
H: -1.54502 -2.82829 -1.95307  0.081
H: -2.01462 -1.53459 -1.01467  0.055
H: -1.00092 -3.93909 0.07933  0.049
H: -1.23762 -2.46509 0.83903  0.018
Cl: 2.21568 -3.11969 2.96603  0.006
Ge: 1.61268 -2.57229 0.71743  0.270
Cl: 1.55138 -4.81919 -0.00157  -0.065
Cl: 3.77528 -2.19809 0.02883  0.064
O: -0.96612 1.91481 -0.05187  -0.121
C: -1.87982 1.06831 0.27793  -0.506
O: -1.40182 -0.12019 0.50753  -0.157
C: -3.28082 1.34351 0.31163  -0.100
C: -3.76422 2.59191 -0.12747  0.015
C: -5.11292 2.88661 -0.13717  0.016
C: -5.97662 1.91501 0.32413  -0.178
O: -7.35112 1.96481 0.44893  0.035
C: -7.73402 0.70771 0.95653  -0.172
O: -6.59212 -0.09039 1.16543  0.035
C: -5.51262 0.67111 0.76423  -0.181
C: -4.18772 0.34581 0.75923  0.105
H: -3.04572 3.31761 -0.47027  0.123
H: -5.48982 3.82721 -0.50067  0.119
H: -8.41262 0.21271 0.23723  0.140
H: -8.27782 0.84361 1.90923  0.139
H: -3.82742 -0.61739 1.07713  0.135
C: 3.12678 0.89011 -3.02577  -0.116
P: 1.91958 2.09211 -2.36907  0.677
C: 0.51828 2.31901 -3.52217  -0.126
C: 2.80058 3.69821 -2.37057  -0.157
O: 1.52788 1.77661 -0.95957  -0.373
H: 3.71768 1.34221 -3.81777  0.056
H: 2.61538 0.00671 -3.40117  0.035
H: 3.77128 0.58671 -2.19847  0.060
H: 0.87128 2.75811 -4.45117  0.055
H: -0.18652 2.98801 -3.02897  0.065
H: 0.01188 1.37601 -3.72137  0.034
H: 3.07648 3.97621 -3.38237  0.045
H: 3.69488 3.60281 -1.76107  0.044
H: 2.16998 4.47161 -1.93977  0.055
O: -0.52702 0.09291 -1.94357  -0.126
C: 0.37748 -0.79589 -2.17057  -0.586
O: 1.21158 -0.94129 -1.18677  -0.267
C: 0.47028 -1.49689 -3.40647  -0.190
C: 1.58338 -2.31889 -3.71677  -0.032
C: 1.74368 -2.81909 -4.97567  -0.005
C: 0.79098 -2.53719 -5.97797  -0.187
C: -0.36092 -1.79099 -5.65627  -0.013
C: -0.52072 -1.28519 -4.40147  -0.040
N: 1.00798 -2.94069 -7.29087  -0.414
O: 0.15158 -2.67189 -8.14947  -0.037
O: 2.06098 -3.53549 -7.56767  -0.031
H: 2.31558 -2.51119 -2.94647  0.106
H: 2.59628 -3.42569 -5.23707  0.107
H: -1.09162 -1.62419 -6.43227  0.104
H: -1.39362 -0.70469 -4.13497  0.112
N: -0.39552 -1.42739 2.40653  0.131
C: -0.22082 -1.08979 3.49443  -0.306
N: -0.14122 -0.70709 4.73803  -0.085
C: 1.11668 -0.28009 5.32463  -0.115
C: 1.75988 -1.44809 6.08653  -0.192
O: 0.85478 -1.97459 7.04393  -0.139
C: -0.30882 -2.46379 6.41613  -0.190
C: -1.04352 -1.32609 5.69303  -0.111
H: 0.88498 0.53871 6.01713  0.131
H: 1.78388 0.07461 4.53923  0.123
H: 2.62708 -1.10919 6.65643  0.126
H: 2.06738 -2.22389 5.36763  0.048
H: -0.93392 -2.88229 7.20763  0.123
H: -0.04782 -3.25049 5.69063  0.129
H: -1.34382 -0.56159 6.42033  0.130
H: -1.92952 -1.69509 5.17223  0.132

Computed properties:
HOMO level (spin up / spin down) (eV): -2.90 / -5.23
ΔE to the lowest compared entry with this formula, charge and spin (kJ/mol): 307.4
LUMO level (spin up / spin down) (eV): 1.816 / -0.022
Spin multiplicity: 4
Charge: -1